1.
Formula: C13H50N14O12
Source: OMol25
Level of theory: the ωB97M-V functional and the def2-TZVPD basis

Computed properties:
Relative energy (zero: lowest compared OMol25 entry of this formula, charge and spin)   10.2238 eV
E_LUMO   -0.42 eV
SMILES   NC(N)=O.NC(N)=O.NC(N)=O.NC(N)=O.NC(N)=O.NC(N)=O.NC(N)=O.CCO.CO.CO.CO.CO
Strongest force on any atom   0.1792 hartree/bohr
E   -2194.66964 a.u.

```
! RIJCOSX wB97M-V def2-TZVPD def2/J DEFGRID3
* xyz 0 1
C -17.36 -3.60 3.03
C -17.22 -2.76 4.29
O -16.13 -1.89 4.11
H -17.65 -2.91 2.17
H -18.14 -4.43 3.08
H -16.45 -4.05 2.70
H -17.25 -3.44 5.12
H -18.08 -2.17 4.28
H -15.37 -2.28 4.54
C -21.87 -2.06 9.04
O -22.27 -2.99 10.04
N -22.17 -2.17 7.82
N -21.21 -0.95 9.27
H -22.89 -2.94 7.74
H -22.00 -1.55 7.02
H -20.99 -0.72 10.22
H -20.74 -0.40 8.56
C -16.52 1.51 4.33
O -17.16 1.27 3.12
N -16.28 0.61 5.23
N -15.97 2.63 4.62
H -16.33 -0.39 4.87
H -15.86 0.85 6.11
H -16.17 3.28 3.84
H -15.16 2.88 5.19
C -20.24 -4.57 5.98
O -20.20 -3.55 5.04
N -20.84 -4.41 7.10
N -19.92 -5.81 5.80
H -21.16 -3.45 7.34
H -20.81 -5.04 7.97
H -19.68 -6.14 4.86
H -20.05 -6.45 6.62
C -16.88 -6.11 7.57
O -17.46 -5.10 8.27
N -17.43 -6.64 6.50
N -15.86 -6.83 7.92
H -18.37 -6.28 6.29
H -17.11 -7.54 6.11
H -15.30 -7.34 7.22
H -15.32 -6.27 8.67
C -20.14 2.05 7.44
O -20.08 2.93 8.51
N -21.08 1.19 7.31
N -19.16 1.82 6.61
H -21.85 1.19 7.97
H -21.02 0.56 6.51
H -18.22 2.28 6.82
H -19.21 1.23 5.77
C -19.11 -3.05 10.94
O -19.29 -1.95 11.80
N -19.55 -4.24 11.30
N -18.24 -3.01 9.96
H -20.35 -4.20 11.94
H -19.38 -5.07 10.74
H -18.05 -2.01 9.59
H -18.09 -3.78 9.23
C -19.78 -0.41 3.18
O -19.34 0.03 4.46
N -20.32 -1.56 3.02
N -19.68 0.42 2.18
H -20.31 -2.27 3.75
H -20.71 -1.95 2.12
H -18.82 0.98 2.37
H -19.68 0.03 1.23
C -18.74 -1.61 7.11
O -18.46 -0.50 7.92
H -18.69 -2.62 7.60
H -18.05 -1.58 6.33
H -19.68 -1.46 6.66
H -18.78 0.38 7.56
C -23.12 -1.26 4.76
O -21.97 -0.76 5.40
H -23.95 -1.40 5.49
H -22.95 -2.20 4.19
H -23.37 -0.46 4.00
H -21.34 -0.71 4.68
C -15.52 -2.54 7.71
O -15.20 -1.41 6.88
H -14.65 -3.21 7.97
H -16.19 -3.21 7.09
H -16.11 -2.41 8.58
H -15.75 -0.68 6.98
C -18.40 0.70 10.94
O -16.99 0.53 10.80
H -19.03 0.26 10.18
H -18.57 1.77 10.97
H -18.68 0.30 11.93
H -16.78 -0.27 11.33
*
```

These are the Mulliken partial charges, in e, on atoms 1 to 4: -1.357 1.842 -0.648 0.279

---

2.
Formula: C6H13NOS2
Source: OMol25
Level of theory: the ωB97M-V functional and the def2-TZVPD basis

Computed properties:
Relative energy (zero: lowest compared OMol25 entry of this formula, charge and spin)   2.9131 eV
E_LUMO   0.58 eV
Strongest force on any atom   0.0742 hartree/bohr
E   -1162.71885 a.u.

```
! RIJCOSX wB97M-V def2-TZVPD def2/J DEFGRID3
* xyz 0 1
C -2.11 1.29 0.05
C -2.25 -0.67 -1.32
C -0.37 -0.35 0.17
C 0.75 0.59 0.52
C 1.82 -0.12 1.19
C 2.33 -1.28 0.32
H -2.83 0.86 0.78
H -1.38 1.91 0.61
H -2.64 1.95 -0.73
H -1.58 -1.45 -1.75
H -3.00 -1.20 -0.66
H -2.85 -0.18 -2.10
H -0.76 -0.77 1.08
H -0.04 -1.23 -0.32
H 0.23 1.42 1.07
H 2.58 0.58 1.43
H 1.58 -0.57 2.19
H 3.34 -1.71 0.67
H 1.59 -2.13 0.27
N -1.41 0.31 -0.66
O 2.81 2.17 -0.55
S 2.49 -0.69 -1.32
S 1.69 1.26 -0.96
*
```

These are the Mulliken partial charges, in e, on atoms 1 to 4: -0.942 -0.898 -1.136 0.204

---

3.
Formula: C43H39BN11O2PdS
Source: OMol25
Level of theory: the ωB97M-V functional and the def2-TZVPD basis

Computed properties:
Relative energy (zero: lowest compared OMol25 entry of this formula, charge and spin)   0.9319 eV
E_LUMO (spin up / spin down)   -8.25 / -10.79 eV
<S²>   6.07
Strongest force on any atom   0.0151 hartree/bohr
E   -2964.90193 a.u.

```
! RIJCOSX wB97M-V def2-TZVPD def2/J DEFGRID3
* xyz 3 5
Pd 0.20 -0.15 0.74
C -2.79 2.10 3.31
C -2.26 1.08 2.55
N -0.94 0.86 2.49
C -0.15 1.67 3.20
C -0.71 2.71 3.96
N -2.01 2.93 4.02
C 1.30 1.50 3.04
C 2.24 2.13 3.84
C 3.60 2.01 3.55
C 3.95 1.33 2.39
C 2.98 0.71 1.61
N 1.68 0.73 1.99
C 3.24 0.06 0.32
C 4.50 0.03 -0.28
N 4.71 -0.46 -1.49
C 3.63 -0.89 -2.15
C 2.38 -0.87 -1.59
N 2.17 -0.42 -0.34
C 4.63 2.62 4.42
C 5.81 3.14 3.90
C 6.74 3.68 4.77
N 6.59 3.73 6.09
C 5.45 3.24 6.58
C 4.45 2.68 5.80
H -3.86 2.27 3.35
H -2.90 0.42 1.97
H -0.08 3.39 4.52
H 1.92 2.73 4.68
H 4.99 1.27 2.09
H 5.37 0.41 0.24
H 3.78 -1.26 -3.15
H 1.51 -1.19 -2.15
H 5.99 3.16 2.83
H 7.67 4.10 4.38
H 5.33 3.29 7.65
H 3.56 2.28 6.27
N 1.76 -2.13 3.16
C 0.59 -2.69 3.15
N -0.40 -2.24 2.32
C -1.51 -2.93 2.53
C -2.76 -2.69 1.89
C -3.83 -3.46 2.22
C -3.71 -4.50 3.19
C -2.50 -4.77 3.84
C -1.42 -4.00 3.51
S 0.18 -4.06 4.16
H 1.88 -1.26 2.63
H 2.49 -2.42 3.80
H -2.84 -1.89 1.17
H -4.79 -3.29 1.76
H -4.58 -5.09 3.44
H -2.44 -5.56 4.58
N -2.15 -4.35 -4.81
C -2.99 -4.62 -5.89
C -2.99 -5.56 -6.88
C -4.06 -5.47 -7.80
C -5.08 -4.48 -7.73
C -5.08 -3.55 -6.74
C -4.00 -3.60 -5.79
N -3.77 -2.80 -4.76
C -2.64 -3.27 -4.19
C -2.04 -2.62 -3.01
C -1.04 -3.22 -2.24
C -0.52 -2.51 -1.18
N -0.92 -1.27 -0.86
C -1.89 -0.71 -1.59
C -2.48 -1.35 -2.67
H -1.29 -4.84 -4.60
H -2.23 -6.32 -6.98
H -4.10 -6.20 -8.60
H -5.87 -4.49 -8.47
H -5.84 -2.78 -6.66
H -0.66 -4.21 -2.44
H 0.27 -2.93 -0.57
H -2.18 0.29 -1.32
H -3.26 -0.87 -3.23
C -1.95 4.20 -1.04
C -0.51 3.78 -0.83
C 0.29 4.92 -0.22
O -0.54 2.70 0.18
B 0.05 1.60 -0.35
O 0.45 1.72 -1.64
C 0.18 3.10 -2.09
C 1.52 3.70 -2.48
C -0.72 2.99 -3.31
H -2.35 4.57 -0.09
H -2.57 3.38 -1.38
H -2.02 5.01 -1.76
H -0.23 5.28 0.67
H 0.38 5.75 -0.91
H 1.29 4.60 0.08
H 2.23 3.66 -1.65
H 1.41 4.74 -2.79
H 1.93 3.14 -3.31
H -1.64 2.44 -3.09
H -0.18 2.46 -4.10
H -0.99 3.97 -3.69
*
```

These are the Mulliken partial charges, in e, on atoms 1 to 4: 0.582 -0.666 -0.393 0.527

---

4.
Formula: C4H9N2OS
Source: OMol25
Level of theory: the ωB97M-V functional and the def2-TZVPD basis

Computed properties:
Relative energy (zero: lowest compared OMol25 entry of this formula, charge and spin)   1.8763 eV
E_LUMO (spin up / spin down)   -4.52 / -4.52 eV
Strongest force on any atom   0.0329 hartree/bohr
E   -740.47402 a.u.

```
! RIJCOSX wB97M-V def2-TZVPD def2/J DEFGRID3
* xyz 1 1
C 0.31 -1.00 0.11
C -1.74 -0.12 -0.37
C 0.88 0.22 -0.15
C 0.38 1.56 0.31
N -1.05 -1.04 0.26
N 2.17 0.23 -0.58
O 0.93 -2.20 0.03
S -3.38 0.25 -0.12
H -1.27 0.46 -1.15
H 1.16 2.00 0.94
H -0.54 1.51 0.88
H 0.23 2.23 -0.54
H -1.48 -1.77 0.82
H 2.55 -0.57 -1.06
H 1.80 -2.19 0.44
H 2.66 1.10 -0.68
H -3.61 -0.64 0.86
*
```

These are the Mulliken partial charges, in e, on atoms 1 to 4: 0.469 -0.186 0.398 -1.541

---

5.
Formula: C18H31IN5O10S2
Source: OMol25
Level of theory: the ωB97M-V functional and the def2-TZVPD basis

Computed properties:
E_LUMO   -4.01 eV
Strongest force on any atom   0.1737 hartree/bohr
E   -2823.94338 a.u.

```
! RIJCOSX wB97M-V def2-TZVPD def2/J DEFGRID3
* xyz 1 1
C 3.17 0.95 1.44
C 2.36 0.22 2.45
C 2.89 -0.94 3.48
O 2.87 -0.63 4.80
O 3.43 -2.26 3.11
C 2.42 -3.13 2.49
C 1.23 -3.62 3.56
C -0.06 -2.65 3.26
C -1.49 -3.19 3.86
C -2.55 -1.95 4.20
C -3.43 -1.46 2.90
N -2.62 -0.83 1.78
C -3.23 0.00 0.83
N -4.70 0.41 0.78
C -4.68 1.30 -0.47
N -3.29 1.35 -1.08
I -3.04 2.45 -2.80
N -2.41 0.60 -0.31
C -0.96 0.45 -0.70
C -0.81 -0.65 -1.95
C -0.50 -0.18 -3.52
N -0.92 -2.02 -1.70
H 2.61 1.72 0.71
H 4.34 0.89 1.34
H 1.22 0.54 2.55
H 1.93 -2.51 1.59
H 2.88 -4.10 1.97
H 0.95 -4.72 3.28
H 1.61 -3.60 4.67
H 0.11 -1.57 3.67
H -0.19 -2.62 2.08
H -1.39 -3.83 4.86
H -1.97 -3.96 3.08
H -3.33 -2.42 4.97
H -2.03 -1.06 4.79
H -4.09 -2.35 2.51
H -4.19 -0.63 3.28
H -1.57 -0.95 1.64
H -5.60 1.90 -0.93
H -0.43 1.44 -1.05
H -0.27 0.01 0.18
H -1.49 -0.09 -4.17
H -0.01 0.91 -3.57
H 0.17 -0.97 -4.09
H -0.78 -2.54 -2.59
C -1.12 7.89 -1.84
C -0.36 6.93 -0.92
O -1.32 5.94 -0.54
S -2.37 5.72 -1.77
O -1.94 4.57 -2.53
O -3.71 5.87 -1.25
O -1.99 7.06 -2.62
H -1.74 8.58 -1.26
H -0.45 8.45 -2.49
H 0.04 7.43 -0.04
H 0.45 6.43 -1.46
C 4.56 -3.11 -4.42
C 4.14 -1.65 -4.23
O 2.92 -1.71 -3.51
S 2.95 -3.01 -2.52
O 3.35 -2.56 -1.20
O 1.76 -3.79 -2.76
O 4.22 -3.76 -3.21
H 4.00 -3.58 -5.24
H 5.63 -3.20 -4.62
H 4.00 -1.13 -5.19
H 4.87 -1.11 -3.63
*
```

These are the Mulliken partial charges, in e, on atoms 1 to 4: -0.556 0.048 0.380 -0.512

---

6.
Formula: C8H10AuO8P
Source: OMol25
Level of theory: the ωB97M-V functional and the def2-TZVPD basis

Computed properties:
Relative energy (zero: lowest compared OMol25 entry of this formula, charge and spin)   1.2635 eV
E_LUMO (spin up / spin down)   -8.48 / -11.76 eV
<S²>   2.02
Strongest force on any atom   0.1581 hartree/bohr
E   -1388.97256 a.u.

```
! RIJCOSX wB97M-V def2-TZVPD def2/J DEFGRID3
* xyz 2 3
O -0.13 3.73 -3.79
C 0.11 2.62 -3.73
Au -0.24 -0.40 0.23
O -0.09 2.30 1.89
C -0.23 1.35 1.24
C 0.27 -1.76 -1.29
O 0.38 -2.92 -1.54
C 1.75 -0.45 -0.27
O 2.87 -0.58 -0.35
C -2.27 -0.34 -0.13
O -3.39 -0.53 -0.05
H 0.07 -0.92 -2.04
C -1.69 -1.03 4.32
O -0.43 -0.76 3.61
P 0.03 -1.51 2.29
O 1.56 -1.87 2.48
C 2.48 -1.03 3.26
O -0.78 -2.88 2.31
C -0.27 -4.12 1.75
H -2.51 -1.31 3.64
H -1.94 -0.10 4.84
H -1.51 -1.84 5.05
H 2.26 0.05 3.16
H 2.38 -1.34 4.31
H 3.49 -1.24 2.90
H 0.70 -4.01 1.27
H -0.19 -4.82 2.59
H -1.01 -4.50 1.02
*
```

These are the Mulliken partial charges, in e, on atoms 1 to 4: -0.133 0.135 1.030 -0.157

---

7.
Formula: C7H9F12N2NiO12S5
Source: OMol25
Level of theory: the ωB97M-V functional and the def2-TZVPD basis

Computed properties:
Relative energy (zero: lowest compared OMol25 entry of this formula, charge and spin)   0.1709 eV
E_LUMO (spin up / spin down)   -0.28 / -4.92 eV
<S²>   3.76
Strongest force on any atom   0.1079 hartree/bohr
E   -5981.86131 a.u.

```
! RIJCOSX wB97M-V def2-TZVPD def2/J DEFGRID3
* xyz 0 4
Ni 0.59 -0.70 0.23
C -2.05 0.09 2.96
F -1.87 0.93 2.01
F -1.04 0.28 3.79
F -3.29 0.26 3.45
S -1.91 -1.80 2.16
O -2.40 -2.76 3.14
O -2.67 -1.74 0.95
N -0.22 -1.81 1.72
S 0.15 -3.37 1.98
O -0.77 -4.33 1.40
O 1.48 -3.66 1.42
C 0.26 -3.38 3.98
F 1.58 -3.45 4.33
F -0.26 -2.35 4.61
F -0.30 -4.52 4.31
C 3.10 0.39 2.89
F 4.30 0.46 3.52
F 2.59 -0.88 3.05
F 2.25 1.27 3.38
S 3.27 0.60 0.90
O 4.32 1.52 0.47
O 3.57 -0.70 0.38
N 1.58 0.95 0.41
S 1.68 2.57 0.32
O 0.36 3.21 0.42
O 2.61 3.23 1.19
C 2.37 2.91 -1.54
F 2.93 4.07 -1.66
F 3.37 2.06 -1.82
F 1.31 2.75 -2.36
O 0.97 -1.87 -1.22
H 0.72 -2.02 -2.15
O -2.68 -0.64 -2.47
S -1.89 0.44 -1.85
O -1.06 0.16 -0.71
O -1.00 1.14 -3.08
C -1.42 1.15 -4.44
C -1.20 -0.20 -5.16
C -2.99 1.84 -1.42
H -0.99 1.91 -5.09
H -2.47 1.42 -4.45
H -1.75 -0.98 -4.64
H -0.16 -0.52 -5.11
H -1.40 -0.27 -6.23
H -2.41 2.40 -0.70
H -3.93 1.57 -0.92
H -3.22 2.35 -2.36
*
```

These are the Mulliken partial charges, in e, on atoms 1 to 4: -0.092 0.646 -0.156 -0.186

---

8.
Formula: C4H2Cl2O2S
Source: OMol25
Level of theory: the ωB97M-V functional and the def2-TZVPD basis

Computed properties:
E_LUMO   -1.29 eV
SMILES   O=S1(=O)C=C(Cl)C(Cl)=C1
Strongest force on any atom   0.0515 hartree/bohr
E   -1622.59316 a.u.

```
! RIJCOSX wB97M-V def2-TZVPD def2/J DEFGRID3
* xyz 0 1
O 1.31 -2.27 -0.43
O 2.76 -0.56 0.60
Cl -1.68 0.35 3.13
Cl -1.75 1.97 0.22
C -0.58 -0.09 1.82
C -0.60 0.69 0.56
C 0.39 -1.05 1.89
C 0.39 0.34 -0.29
S 1.40 -1.02 0.35
H 0.65 -1.75 2.69
H 0.57 0.84 -1.22
*
```

These are the Mulliken partial charges, in e, on atoms 1 to 4: -0.550 -0.547 -0.149 -0.141

---

9.
Formula: C28H30Cl2CrN4O3S
Source: OMol25
Level of theory: the ωB97M-V functional and the def2-TZVPD basis

Computed properties:
Relative energy (zero: lowest compared OMol25 entry of this formula, charge and spin)   0.0000 eV
E_LUMO (spin up / spin down)   -2.93 / -2.74 eV
<S²>   0.76
Strongest force on any atom   0.0103 hartree/bohr
E   -3892.66313 a.u.

```
! RIJCOSX wB97M-V def2-TZVPD def2/J DEFGRID3
* xyz 1 2
Cr 0.65 0.28 1.77
O -0.61 -1.06 1.60
C -1.35 -1.70 2.48
C -2.06 -2.85 2.08
C -2.86 -3.52 2.98
C -3.01 -3.06 4.30
C -2.34 -1.94 4.70
C -1.50 -1.24 3.81
C -0.90 -0.02 4.24
N -0.11 0.74 3.55
C 0.35 1.98 4.19
C 1.09 2.80 3.14
N 1.85 1.85 2.34
C 3.10 2.02 2.16
C 3.95 1.09 1.46
C 5.32 1.37 1.34
C 6.18 0.48 0.73
C 5.66 -0.71 0.22
C 4.31 -1.01 0.32
C 3.44 -0.11 0.94
O 2.14 -0.41 1.00
H -1.96 -3.18 1.06
H -3.39 -4.40 2.66
H -3.64 -3.60 5.00
H -2.45 -1.56 5.71
H -1.16 0.31 5.24
H 1.02 1.74 5.02
H -0.50 2.54 4.58
H 1.73 3.56 3.60
H 0.37 3.31 2.49
H 3.58 2.91 2.57
H 5.70 2.29 1.76
H 7.23 0.70 0.65
H 6.32 -1.42 -0.26
H 3.91 -1.94 -0.06
Cl -4.61 -1.02 0.96
C -4.93 0.10 2.30
Cl -3.57 1.21 2.56
H -5.07 -0.49 3.20
H -5.81 0.68 2.06
C 1.63 0.21 -4.57
C 1.73 1.27 -3.48
C 1.57 0.71 -2.08
N 0.22 0.17 -1.87
C -0.68 0.58 -1.01
S -0.35 1.77 0.21
N -1.94 0.08 -1.07
C -2.49 -0.83 -2.01
O -3.21 -1.71 -1.61
C -2.23 -0.57 -3.45
C -2.18 -1.66 -4.32
C -2.00 -1.44 -5.68
C -1.91 -0.14 -6.17
C -1.98 0.94 -5.30
C -2.13 0.73 -3.94
H 1.77 0.64 -5.56
H 0.64 -0.27 -4.58
H 2.38 -0.57 -4.43
H 0.99 2.06 -3.64
H 2.71 1.75 -3.53
H 1.75 1.45 -1.31
H 2.27 -0.12 -1.91
H -0.06 -0.55 -2.53
H -2.46 0.15 -0.20
H -2.29 -2.66 -3.92
H -1.95 -2.28 -6.35
H -1.78 0.02 -7.23
H -1.92 1.95 -5.69
H -2.19 1.57 -3.26
*
```

These are the Mulliken partial charges, in e, on atoms 1 to 4: 0.141 -0.086 0.668 -0.720

---

10.
Formula: C6H6LiMgO2
Source: OMol25
Level of theory: the ωB97M-V functional and the def2-TZVPD basis

Computed properties:
Relative energy (zero: lowest compared OMol25 entry of this formula, charge and spin)   0.0000 eV
E_LUMO (spin up / spin down)   -7.74 / -9.30 eV
<S²>   0.75
Strongest force on any atom   0.0835 hartree/bohr
E   -589.56038 a.u.

```
! RIJCOSX wB97M-V def2-TZVPD def2/J DEFGRID3
* xyz 2 2
C -1.55 2.01 0.42
C -1.30 0.91 -0.31
C -1.05 -0.48 0.17
H -1.74 2.96 -0.07
H -1.60 1.99 1.52
H -1.28 0.99 -1.40
H -1.58 -1.23 -0.43
C -1.11 -0.78 1.50
O -1.13 -1.05 2.61
O 2.15 0.07 -0.19
C 1.79 -1.07 -0.44
C 0.80 -1.89 -0.72
Li 1.03 1.56 0.50
Mg 4.28 0.81 -1.18
H 1.53 -1.91 -1.76
H 0.75 -2.86 -0.23
*
```

These are the Mulliken partial charges, in e, on atoms 1 to 4: -0.899 -0.436 -0.641 0.300